[1]
8
Properties=species:S:1:pos:R:3:lowdin_charge:R:1 method="wB97M-V/def2-TZVPD" de_lowest_ev=4.1117 homo_energy_ev="-10.87 / -10.86" mol_weight_da=93.11 orbital_gap_ha="0.3378 / 0.3377"
C -0.0613 -0.2146 0.7612 0.065
N -0.7301 -0.1762 -1.2845 -0.077
O -2.1521 1.3015 0.3684 -0.319
O -2.6812 -1.0843 0.0878 -0.288
S -1.7402 -0.0193 -0.0016 0.488
H 0.8294 -0.7537 0.4605 0.044
H 0.1336 0.8233 1.1203 0.052
H -0.3161 0.5280 -1.8611 0.036

---

[2]
8
Properties=species:S:1:pos:R:3:lowdin_charge:R:1 method="wB97M-V/def2-TZVPD" de_lowest_ev=5.8747 homo_energy_ev="-9.96 / -9.96" mol_weight_da=93.11 orbital_gap_ha="0.3314 / 0.3315"
C -0.2648 -0.6188 -0.4268 -0.239
N 0.5927 -0.2688 0.7282 -0.120
O -1.2297 1.6302 0.9553 -0.262
O 0.5968 1.8759 -0.7258 -0.313
S -0.2529 1.0383 0.1337 0.655
H 0.2122 -0.8336 -1.2907 -0.005
H -1.1906 -2.3014 -0.2586 0.192
H 1.5364 -0.5217 0.8847 0.092

---

[3]
8
Properties=species:S:1:pos:R:3:lowdin_charge:R:1 method="wB97M-V/def2-TZVPD" de_lowest_ev=2.3143 homo_energy_ev=-9.60 mol_weight_da=93.11 orbital_gap_ha=0.3690
C 0.7870 0.6094 0.0450 -0.575
N -0.1197 -0.3264 -0.4544 0.056
O 2.6461 -1.1683 -0.2268 -0.504
O 1.8561 1.3470 -0.5862 -0.340
S 2.5210 0.1415 0.4108 0.994
H 0.3017 1.4703 1.0043 0.200
H -0.9602 0.0469 -0.9002 0.101
H 0.4425 -0.8974 -1.0640 0.068

---

[4]
8
Properties=species:S:1:pos:R:3:lowdin_charge:R:1 method="wB97M-V/def2-TZVPD" de_lowest_ev=4.2354 homo_energy_ev="-10.70 / -11.00" mol_weight_da=93.11 orbital_gap_ha="0.3054 / 0.3383"
C -0.3141 -0.7957 -0.2760 0.088
N 1.3180 0.7041 0.8402 -0.045
O 2.0316 -0.4519 -1.3963 -0.328
O 2.0436 -1.7220 0.7085 -0.311
S 1.5051 -0.6472 -0.0878 0.422
H -0.9370 -1.1468 0.5072 0.033
H -0.6105 -0.2992 -1.2202 0.058
H 1.3202 1.7352 0.5384 0.083

---

[5]
8
Properties=species:S:1:pos:R:3:lowdin_charge:R:1 method="wB97M-V/def2-TZVPD" de_lowest_ev=4.0206 homo_energy_ev=-11.21 mol_weight_da=77.04 orbital_gap_ha=0.4041
C -0.1473 -0.0469 -0.4766 0.076
N 1.1240 0.2235 0.1199 -0.446
O 1.9389 0.7368 -0.6236 0.086
O 1.2447 0.0076 1.2974 0.123
O -1.1655 -0.4821 0.9525 -0.097
H -0.7892 0.8178 -0.7648 0.139
H -0.2357 -0.9922 -1.0953 0.150
H -1.9698 -0.2645 0.5906 -0.030

---

[6]
8
Properties=species:S:1:pos:R:3:lowdin_charge:R:1 method="wB97M-V/def2-TZVPD" de_lowest_ev=3.5762 homo_energy_ev=-8.98 smiles="O=CN(O)O" mol_weight_da=77.04 orbital_gap_ha=0.3529
O 1.9158 -0.5936 0.0700 0.105
C 0.8769 -0.8606 0.5536 -0.071
N -0.5716 -0.0528 -0.2130 -0.176
O 0.0919 0.9683 -1.0829 -0.094
O -1.1303 0.6093 0.8151 -0.109
H 0.6279 -1.5377 1.2801 0.088
H 0.2637 0.5198 -1.9357 0.089
H -2.0744 0.9473 0.5129 0.166

---

[7]
8
Properties=species:S:1:pos:R:3:lowdin_charge:R:1 method="wB97M-V/def2-TZVPD" de_lowest_ev=4.2757 homo_energy_ev=-10.88 mol_weight_da=77.04 orbital_gap_ha=0.3477
C 0.7325 0.6295 0.2871 -0.332
N 1.3014 -0.3073 -0.0375 0.139
O 0.1860 1.6710 0.4364 0.181
O 2.7331 -0.7967 0.6478 -0.021
O -2.0434 -0.1627 -0.2035 -0.117
H 2.1856 -1.0318 -0.2290 -0.004
H -2.9720 -0.2759 0.2026 0.085
H -2.1232 0.2740 -1.1039 0.069

---

[8]
8
Properties=species:S:1:pos:R:3:lowdin_charge:R:1 method="wB97M-V/def2-TZVPD" de_lowest_ev=4.7026 homo_energy_ev="-8.82 / -8.82" mol_weight_da=77.04 orbital_gap_ha="0.3300 / 0.3299"
C 0.1427 0.0476 -0.0129 -0.236
N -0.3866 -0.4018 -1.1633 0.195
O -1.0548 -0.3211 1.1686 -0.052
O 1.9145 1.1984 1.0302 -0.170
O 1.2173 0.6317 0.0330 -0.049
H -1.3082 -0.8098 -1.2556 0.134
H 0.2845 -0.4074 -1.8527 0.094
H -0.8094 0.0625 2.0527 0.082

---

[9]
9
Properties=species:S:1:pos:R:3:lowdin_charge:R:1 method="wB97M-V/def2-TZVPD" de_lowest_ev=2.6483 homo_energy_ev=-9.80 mol_weight_da=109.11 orbital_gap_ha=0.3618
C 0.3105 0.4023 -0.1292 -0.359
N -0.5297 -0.0497 -0.9820 -0.075
O 0.7515 2.0019 -1.8900 -0.403
O -1.3484 1.4978 -3.0973 -0.457
O 0.4656 -0.1221 1.0784 0.017
S -0.0942 0.8963 -2.6234 0.909
H 1.0608 1.5934 -0.9023 0.081
H -1.1541 -0.8583 -0.8985 0.124
H -0.2488 -0.8361 1.3581 0.163

---

[10]
10
Properties=species:S:1:pos:R:3:lowdin_charge:R:1 method="wB97M-V/def2-TZVPD" de_lowest_ev=1.0043 homo_energy_ev=-10.67 mol_weight_da=125.11 orbital_gap_ha=0.4080
C -1.5024 1.4421 0.2615 -0.366
N 1.3290 -1.2649 -0.2647 -0.251
O -0.6392 0.3584 0.1219 -0.285
O -2.6946 1.3418 0.0727 0.061
O 1.8624 1.1196 -0.5910 -0.420
O 0.6073 -2.1477 0.5949 -0.089
S 1.1637 0.3187 0.3658 1.014
H -1.1340 2.4796 0.4959 0.149
H 1.2381 -1.2526 -1.2616 0.097
H -0.2303 -2.3950 0.2047 0.091

---

[11]
8
Properties=species:S:1:pos:R:3:lowdin_charge:R:1 method="wB97M-V/def2-TZVPD" de_lowest_ev=1.1848 homo_energy_ev=-7.81 mol_weight_da=106.99 orbital_gap_ha=0.2564
C 2.9256 0.3279 -0.0898 -0.356
N 0.4406 -0.7078 -0.1281 -0.830
O 4.0867 0.3469 -0.2135 -0.010
P 1.7254 -1.6316 -0.0383 0.783
P -1.3059 -0.6361 -0.0870 0.661
H 2.0627 0.9763 -0.4755 0.052
H -1.1871 0.7304 -0.2664 -0.147
H -1.5785 -0.6990 -1.4290 -0.154

---

[12]
7
Properties=species:S:1:pos:R:3:lowdin_charge:R:1 method="wB97M-V/def2-TZVPD" de_lowest_ev=3.2242 homo_energy_ev="-9.20 / -9.20" smiles="C[N+]([O-])=S" mol_weight_da=77.11 orbital_gap_ha="0.3060 / 0.3060"
C 0.6441 0.1669 -0.0107 -0.097
N -0.7209 -0.3313 -0.0288 -0.791
O -0.9929 -1.4994 -0.0136 -0.024
S -1.8629 0.8575 -0.0112 0.680
H 1.0420 -0.1401 -0.9128 0.073
H 1.2792 -0.2488 0.8300 0.129
H 0.6114 1.1951 0.1472 0.030

---

[13]
7
Properties=species:S:1:pos:R:3:lowdin_charge:R:1 method="wB97M-V/def2-TZVPD" de_lowest_ev=2.5996 homo_energy_ev=-9.89 mol_weight_da=77.11 orbital_gap_ha=0.3887
C 0.6796 0.0884 0.5465 -0.158
N -0.1980 0.9316 0.2698 -0.283
O -2.1567 -1.0679 0.0204 -0.593
S -1.8992 0.4173 0.0395 0.878
H 1.8075 0.3773 0.7434 0.110
H 0.4506 -1.0073 0.5280 0.071
H -1.7120 0.7277 -1.2594 -0.024

---

[14]
7
Properties=species:S:1:pos:R:3:lowdin_charge:R:1 method="wB97M-V/def2-TZVPD" de_lowest_ev=5.5516 homo_energy_ev="-8.78 / -8.82" mol_weight_da=77.11 orbital_gap_ha="0.2862 / 0.2980"
C 1.1000 0.1832 0.0260 0.109
N -1.2519 -0.2568 -0.0541 -0.754
O -1.3804 -1.4527 -0.0095 -0.044
S -2.1069 1.0075 0.0239 0.721
H 0.8954 0.8510 -0.7077 -0.037
H 1.1927 -0.8660 -0.1790 0.011
H 1.5510 0.5336 0.9005 -0.006

---

[15]
7
Properties=species:S:1:pos:R:3:lowdin_charge:R:1 method="wB97M-V/def2-TZVPD" de_lowest_ev=4.1731 homo_energy_ev=-9.77 smiles=C#[N+][O-].S mol_weight_da=77.11 orbital_gap_ha=0.3872
C 1.1868 -1.9440 1.1703 0.158
N 0.1710 -2.1556 0.6466 -0.231
O -0.8546 -2.4503 0.1515 0.039
H 2.1454 -1.8141 1.2190 0.013
S -0.4750 1.4999 -0.3190 0.429
H -1.2741 2.0607 0.7297 -0.151
H -1.2491 1.3060 -1.3572 -0.257

---

[16]
7
Properties=species:S:1:pos:R:3:lowdin_charge:R:1 method="wB97M-V/def2-TZVPD" s_squared=2.0160 de_lowest_ev=2.5065 homo_energy_ev="-7.57 / -10.53" multiplicity=3 mol_weight_da=77.11 orbital_gap_ha="0.2942 / 0.3418"
C 0.6911 0.1774 0.5206 -0.115
N -3.0671 -0.8827 0.3704 -0.505
O -0.2138 1.0265 0.4778 -0.219
S -2.6248 0.4156 -0.1314 0.668
H 1.0752 -0.1472 1.5717 0.111
H 1.0630 -0.1556 -0.4916 0.093
H -2.7770 0.3456 -1.5959 -0.033

---

[17]
8
Properties=species:S:1:pos:R:3:lowdin_charge:R:1 method="wB97M-V/def2-TZVPD" de_lowest_ev=1.4633 homo_energy_ev=-10.24 mol_weight_da=109.18 orbital_gap_ha=0.2895
C 1.3708 0.3390 0.2307 -0.145
N 1.2880 -0.1383 -0.9192 0.021
O -1.3718 -1.4146 0.4507 -0.594
S -2.4008 1.1474 0.4785 0.238
S -1.9564 -0.4644 -0.4895 0.414
H 0.4094 0.5350 0.8804 0.060
H 2.3498 0.3355 0.5805 0.039
H 0.3109 -0.3395 -1.2122 -0.033

---

[18]
7
Properties=species:S:1:pos:R:3:lowdin_charge:R:1 method="wB97M-V/def2-TZVPD" de_lowest_ev=1.6847 homo_energy_ev=-10.54 smiles=N#CO[SiH3] mol_weight_da=73.13 orbital_gap_ha=0.3745
N -1.0992 2.5025 -0.0556 0.126
C -0.6389 1.5220 -0.4224 -0.532
O -0.0299 0.5199 -0.8835 -0.230
Si 0.3834 -0.9924 0.1858 0.779
H 0.9277 -0.6025 1.5855 -0.050
H -0.9026 -1.6195 0.5581 -0.070
H 1.3595 -1.3299 -0.9680 -0.022

---

[19]
6
Properties=species:S:1:pos:R:3:lowdin_charge:R:1 method="wB97M-V/def2-TZVPD" de_lowest_ev=1.3429 homo_energy_ev=-8.38 smiles="NC=S" mol_weight_da=61.11 orbital_gap_ha=0.3240
N 0.5628 -0.3624 -0.2124 -0.018
C -0.4067 0.3456 -0.0417 -0.926
S -1.9585 -0.1978 -0.0779 0.558
H 0.5707 -1.3211 0.1703 0.115
H 1.4821 0.1161 0.3228 0.204
H -0.2504 1.4197 -0.1611 0.067

---

[20]
7
Properties=species:S:1:pos:R:3:lowdin_charge:R:1 method="wB97M-V/def2-TZVPD" de_lowest_ev=0.8330 homo_energy_ev=-9.45 smiles="N=C=S.S" mol_weight_da=93.18 orbital_gap_ha=0.3658
N 1.1792 1.1844 -0.4607 0.064
C 1.6192 0.5418 0.4519 -0.957
S 2.3498 -0.4865 1.3808 0.682
H 0.1588 1.4241 -0.7161 0.079
S -1.4008 -0.4747 0.2388 0.501
H -1.2426 -1.4537 -0.6927 -0.173
H -2.6637 -0.7353 -0.2021 -0.194